[1]
The molecule C7H15NOSi in a non-equilibrium geometry. Source: the Open Molecules 2025 dataset; level of theory: ωB97M-V/def2-TZVPD.

Geometry as XYZ:
```
25
Properties=species:S:1:pos:R:3:forces:R:3:mulliken_charge:R:1
Si -0.595 -2.227 1.572 -0.2753 0.4556 -2.9638 0.50
C -0.027 1.893 -1.092 1.2892 0.9486 0.7669 -1.09
H 1.733 -0.341 1.852 2.4728 -1.7747 0.4076 0.62
H -2.866 2.585 -0.461 1.7793 -0.9833 -1.2261 0.25
H -0.017 2.019 -2.168 -0.7844 0.7743 -0.2597 0.41
H 0.535 -2.612 2.274 1.8107 -0.6783 1.2684 -0.20
C 0.941 0.148 1.431 -2.0011 -1.4791 0.5544 -2.21
C 0.900 -1.402 -0.795 0.6001 3.0973 5.5531 -0.67
H 0.390 -1.816 -1.533 -2.8368 -1.6222 -3.0526 0.59
H -0.779 -3.323 0.537 -0.3678 0.4050 0.5768 -0.14
H 0.216 2.866 -0.501 -0.8110 -1.5330 -1.0620 0.21
H 2.724 -1.960 -1.704 -0.5137 0.7364 1.7963 0.23
H 1.257 0.943 0.914 1.4560 3.2647 -1.5808 0.50
H -3.137 1.093 -1.139 -2.2031 -2.6309 0.2910 0.44
H 2.686 -1.048 -0.025 2.4397 1.2852 2.4762 0.34
C -1.155 -0.003 0.165 -1.5297 0.7737 -0.6878 0.21
H 0.799 1.275 -1.052 2.2267 -1.0733 0.6805 0.44
O -2.195 -0.501 0.609 -0.6066 1.0315 -1.0138 -0.70
C 0.045 -0.687 0.562 3.1248 -3.3873 -1.4474 1.30
N -1.123 1.106 -0.651 -2.4150 0.9792 0.1282 0.18
H -2.241 1.951 -2.168 0.2180 0.9747 -0.0910 0.41
C -2.363 1.746 -1.114 0.1545 1.4960 1.3471 -1.16
C 2.213 -1.488 -0.790 -1.2009 -1.6894 -3.9367 -0.77
H 0.486 0.448 2.344 -1.2034 0.6865 0.5919 0.49
H -1.658 -1.953 2.464 -0.8229 -0.0571 0.8832 -0.18
```
Forces are in eV/Å.

Calculated values
Relative energy (zero: lowest compared OMol25 entry of this formula, charge and spin) (kcal per mole): 74.35
Structure (SMILES): C=C[C@](C)([SiH3])C(=O)N(C)C
2S+1: 1
LUMO level (eV): 0.74
HOMO energy (eV): -9.37

=====

[2]
The molecule C7H15NS2 in a non-equilibrium geometry. Source: the Open Molecules 2025 dataset; level of theory: ωB97M-V/def2-TZVPD.

Geometry as XYZ:
```
25
Properties=species:S:1:pos:R:3:forces:R:3:mulliken_charge:R:1
C -1.586 0.702 1.534 0.1257 -0.1025 0.0214 -0.95
N -0.127 0.810 1.228 -0.0135 0.1739 0.9886 0.08
H 2.193 -0.623 -1.599 3.9807 0.9780 0.8904 0.62
C 0.345 0.720 -0.177 -0.5842 -0.6308 1.0943 -1.30
H 1.297 -1.914 -2.435 -0.1666 1.5323 1.0523 0.35
H -0.939 -2.214 -1.411 -0.3730 -1.2752 -0.2815 0.48
H -0.113 2.934 1.330 -1.2263 1.6760 -0.7245 0.45
H 0.060 -1.686 1.187 0.2774 -0.2668 -0.3902 0.33
H 0.363 2.127 2.898 -0.1994 -0.0299 -2.1368 0.30
C -1.021 -1.166 -1.331 -0.5854 1.6577 1.8906 -0.81
H 1.428 2.107 1.367 -1.1391 0.5137 0.9848 0.33
H -1.814 1.385 2.448 0.4177 -1.6392 -1.3318 0.36
H 1.361 1.194 -0.164 -0.7028 -0.9012 -0.3592 0.52
C 0.335 -0.748 -0.708 -0.2240 -0.3753 -1.8370 1.27
H -2.069 1.242 0.674 -0.5098 -0.9664 0.5972 0.35
S -1.240 -0.466 -3.015 0.2395 0.3057 0.4141 -0.16
C 0.756 -1.769 0.328 -0.7995 0.0262 1.3822 -1.78
C 1.284 -0.886 -1.913 -3.3464 -0.8085 -2.1208 -1.11
C 0.347 2.090 1.727 3.1328 -1.9334 2.2561 -1.02
H -1.932 -0.439 1.726 0.6108 2.8524 -0.6116 0.19
H -0.289 1.379 -0.768 -0.0707 -0.0664 -0.5701 0.47
H 1.688 -1.417 0.742 0.6052 -0.2897 0.1415 0.42
H -1.829 -0.905 -0.562 0.6982 -0.2729 -1.5393 0.30
S 0.699 0.390 -3.142 -0.1903 -1.2028 0.4070 -0.13
H 0.803 -2.847 0.034 0.0431 1.0449 -0.2178 0.42
```
Forces are in eV/Å.

Calculated values
Relative energy (zero: lowest compared OMol25 entry of this formula, charge and spin) (kcal per mole): 40.01
Structure (SMILES): CN(C)CC1(C)CSSC1
2S+1: 1
LUMO level (eV): 0.60
HOMO energy (eV): -8.02

=====

[3]
A cluster of 2 separate species, C7H15O3P in total in a non-equilibrium geometry. Source: the Open Molecules 2025 dataset; level of theory: ωB97M-V/def2-TZVPD.

Geometry as XYZ:
```
26
Properties=species:S:1:pos:R:3:forces:R:3:mulliken_charge:R:1
C -1.226 -0.578 -0.201 -0.3448 -0.5188 1.9420 1.19
C -1.179 -1.198 -1.561 -4.2273 2.0749 -1.2871 -1.59
O 0.714 1.461 -2.075 -0.3145 -2.6753 3.6862 -0.62
C 3.113 -0.394 0.314 3.3528 -1.8525 -1.2009 -1.29
H -0.323 2.786 1.198 -2.4805 1.5376 0.4254 0.30
H -1.087 -1.046 1.876 -0.4779 -0.0452 0.9671 0.38
H -1.803 1.222 -0.970 -1.5756 -0.1568 0.5885 0.42
O 0.541 1.087 1.075 1.2768 -0.6781 1.1418 -0.33
H 3.069 0.583 -0.106 -0.0147 0.7487 -0.4723 0.39
C 0.618 2.507 0.925 1.3372 -0.4292 -4.0201 -0.71
H 4.093 -0.965 -0.086 -2.3030 1.2361 0.8885 0.32
H 0.878 2.706 -0.192 -0.9141 -0.1847 1.6568 0.33
H -0.790 -0.346 -2.131 -0.4052 -0.3773 -0.9681 0.58
H -2.179 1.191 0.819 -0.7705 -1.4551 -1.8737 0.16
C -2.296 0.567 -0.179 3.0606 1.6510 0.5029 -1.25
H -0.714 -2.385 0.732 -1.1348 0.0749 0.8576 0.32
H -2.303 -1.438 -1.924 2.6853 0.2148 0.6569 0.28
C -1.430 -1.567 1.007 0.7139 0.1649 -3.1751 -1.52
P 0.472 0.092 -0.151 -0.3174 3.3020 -3.7803 0.37
H -3.315 0.209 -0.429 0.7179 0.2912 0.2674 0.44
H -2.512 -1.768 0.861 0.7373 -0.5624 1.0648 0.48
O 1.724 -2.353 0.002 0.3139 1.1427 -0.1362 -0.50
H 1.342 3.045 1.467 1.1588 -0.2520 1.3287 0.28
C 1.898 -1.156 0.051 -1.5807 -0.9729 0.0979 0.77
H -0.516 -1.967 -1.693 1.3807 -2.3395 -0.1344 0.46
H 3.213 -0.296 1.371 0.1260 0.0610 0.9758 0.34
```
Forces are in eV/Å.

Calculated values
Relative energy (zero: lowest compared OMol25 entry of this formula, charge and spin) (kcal per mole): 147.24
2S+1: 1
LUMO level (spin up / spin down) (eV): -0.62 / -0.88
HOMO energy (spin up / spin down) (eV): -8.66 / -8.98

=====

[4]
A cluster of 2 separate species, C7H15OP in total in a non-equilibrium geometry. Source: the Open Molecules 2025 dataset; level of theory: ωB97M-V/def2-TZVPD.

Geometry as XYZ:
```
24
Properties=species:S:1:pos:R:3:forces:R:3:mulliken_charge:R:1
H 2.570 1.783 -1.110 -0.1094 1.7333 -0.4576 0.45
P -0.736 -1.727 -0.446 -0.4762 0.1701 -1.1565 -0.07
H 0.039 2.318 -1.611 0.8106 2.8298 -1.9142 0.58
C -0.223 1.552 -1.011 0.8504 -3.8656 0.4946 -1.58
C 0.374 -0.562 -0.110 1.0964 -2.0058 0.9606 -0.64
H -1.072 -1.101 -1.712 -0.1965 -0.7195 0.2684 -0.08
C 1.315 -0.038 -2.333 -0.8682 0.3245 -1.3115 -1.62
H 3.091 0.541 -0.249 -0.5617 -0.9749 0.3451 0.40
H -2.907 -1.754 1.696 1.0716 0.2296 1.0950 0.27
H -3.111 -1.709 3.403 0.1959 0.5064 0.6463 0.37
O -1.503 0.293 1.504 -0.8859 0.0879 1.4538 -0.40
H 0.861 -0.760 0.839 0.1854 0.3218 0.3174 0.40
H 1.804 -1.006 -2.358 -0.1134 -0.3412 0.4774 0.36
H 2.103 0.640 -2.701 -0.7393 -0.0210 -0.6191 0.39
H -1.008 0.065 3.416 -0.3381 -0.0955 0.1830 0.36
H -0.280 1.785 0.015 -1.0999 0.9144 0.9926 0.39
C -2.323 -1.589 2.666 -2.7282 -0.3731 -1.8395 -1.03
H 1.845 1.514 0.522 0.3938 1.2800 1.4307 0.51
H -1.060 0.985 -1.432 -0.1499 0.6025 0.4670 0.38
H -1.677 -2.425 2.792 0.9317 -0.5593 0.1353 0.30
H 0.395 -0.122 -3.015 1.5235 0.3565 0.7431 0.34
C 0.948 0.495 -0.939 -0.8929 -0.4018 -2.1604 1.80
C 2.173 1.118 -0.393 0.9397 -0.6080 0.3507 -2.02
C -1.619 -0.296 2.565 1.1605 0.6089 -0.9023 0.16
```
Forces are in eV/Å.

Calculated values
Relative energy (zero: lowest compared OMol25 entry of this formula, charge and spin) (kcal per mole): 54.34
Structure (SMILES): [H]/P=C\C(C)(C)C.CC=O
2S+1: 1
LUMO level (eV): 0.70
HOMO energy (eV): -8.49

=====

[5]
A cluster of 2 separate species, C7H15OPS in total in a non-equilibrium geometry. Source: the Open Molecules 2025 dataset; level of theory: ωB97M-V/def2-TZVPD.

Geometry as XYZ:
```
25
Properties=species:S:1:pos:R:3:forces:R:3:mulliken_charge:R:1
H -0.188 0.243 2.436 -0.1051 0.0644 -0.5117 0.36
H -1.892 -1.071 0.144 -0.1695 1.5102 0.5541 0.28
H -1.266 2.230 1.540 -0.0130 0.7362 1.1141 0.51
H -0.065 1.190 -1.696 -0.6605 0.6411 -1.8980 0.53
C 0.230 0.101 1.426 2.2414 0.0985 1.4214 -0.56
H 1.324 0.617 1.448 -2.3555 -1.0627 -0.0686 -0.05
C 1.098 -3.571 0.133 0.5780 0.2411 0.4688 -0.90
H 1.326 0.769 -0.825 1.4056 1.4109 0.8080 -0.11
C -0.580 0.701 0.285 0.5929 0.1526 -0.1975 2.20
C 0.317 0.535 -0.984 -1.8018 -1.4396 2.2948 -0.95
H -1.465 2.683 -0.155 0.0818 -0.7460 0.4170 0.41
H 1.116 -4.013 1.161 -0.2091 0.4893 -0.9563 0.26
C 0.497 -0.910 -1.334 0.9365 -1.4275 -3.6590 -0.66
C -1.952 0.075 0.104 1.6403 -3.3709 -3.5616 -1.77
H 1.235 -0.816 -2.292 -1.2992 -0.9531 2.2907 0.36
S 3.411 1.550 0.396 0.8498 -1.4555 0.2631 -0.18
H 2.864 2.702 0.177 -0.7349 1.2499 -0.2563 0.13
H -2.214 0.166 -1.001 -0.0216 0.4103 1.2338 0.33
H -0.358 -1.508 -1.724 0.2328 0.6924 0.4417 0.44
P 1.277 -1.852 0.090 0.7974 0.0112 -0.4418 0.47
O 0.436 -1.361 1.362 -0.8767 1.7541 0.1145 -0.36
C -0.804 2.177 0.588 0.8645 0.4246 -2.1991 -1.84
H -2.733 0.437 0.677 -1.3464 0.7756 1.3648 0.50
H 0.152 2.705 0.393 -0.3556 0.0020 1.1056 0.29
H 1.777 -4.066 -0.556 -0.2720 -0.2089 -0.1425 0.30
```
Forces are in eV/Å.

Calculated values
Relative energy (zero: lowest compared OMol25 entry of this formula, charge and spin) (kcal per mole): 60.03
2S+1: 1
LUMO level (spin up / spin down) (eV): -0.52 / -2.44
HOMO energy (spin up / spin down) (eV): -8.74 / -7.15

=====

[6]
A structure of composition C7H16 in a non-equilibrium geometry. Source: the Open Molecules 2025 dataset; level of theory: ωB97M-V/def2-TZVPD.

Geometry as XYZ:
```
23
Properties=species:S:1:pos:R:3:forces:R:3:mulliken_charge:R:1
H -2.894 -1.866 0.559 0.2010 2.1208 -1.0649 0.29
C -2.586 -0.979 -0.154 -0.6225 -3.7208 -0.8129 -1.28
C -1.581 -0.053 0.435 -3.4978 0.1388 5.8328 -0.28
H -0.154 1.857 1.383 -0.9544 0.0645 -1.1819 0.46
H 0.466 3.027 -0.873 -1.4481 1.3573 -1.3169 0.40
H 2.073 -0.634 -0.988 2.5379 -0.3521 3.2667 0.13
H -2.204 -1.605 -0.990 0.5824 0.3794 0.2448 0.33
H -1.117 0.879 -1.122 -0.9259 2.3621 -2.7070 0.32
H 1.633 1.812 -0.941 1.4894 0.2513 -0.8469 0.30
C 0.321 1.415 0.472 2.0706 0.7023 3.2393 -0.19
H 0.894 -2.501 -1.117 2.3222 0.9730 3.7372 0.13
H -0.046 -0.416 -0.842 0.1167 1.9418 0.5890 -0.14
H 3.122 -0.992 0.984 -1.2787 -0.2970 -2.5303 0.27
C 1.100 2.459 -0.289 -0.8302 -2.2573 0.1988 -1.48
H 1.105 0.902 1.188 -1.1576 -0.2008 -2.0184 0.12
H 1.632 3.097 0.336 1.4442 0.8685 0.9155 0.40
C 2.465 -1.250 0.040 -0.8662 2.9981 -1.8967 -0.31
H -2.132 0.940 0.820 0.5938 -2.2928 -0.2722 0.23
H 1.670 -3.083 0.694 -0.4907 0.4677 -0.3272 0.30
H -3.454 -0.596 -0.649 -0.7960 0.7566 0.2122 0.35
H -1.406 -0.707 1.447 1.0143 2.2188 -2.0855 0.15
C 1.626 -2.241 -0.022 -2.0428 -3.9564 -2.2039 -0.44
C -0.531 0.535 -0.370 2.5385 -4.5240 1.0282 -0.07
```
Forces are in eV/Å.

Calculated values
Relative energy (zero: lowest compared OMol25 entry of this formula, charge and spin) (kcal per mole): 126.04
2S+1: 1
LUMO level (eV): 1.12
HOMO energy (eV): -10.25